[1]
Entry from OMol25: one molecule with the formula C5H9NO (the ωB97M-V functional and the def2-TZVPD basis).

Multiplicity   1
HOMO energy   -8.40 eV
SMILES   C[C@H]1CC/C1=[NH+]\[O-]
Energy above the lowest of the compared OMol25 structures with the same formula, charge and spin   369.57 kJ/mol
Kohn-Sham gap   9.06 eV

Last column: natural (NBO) charge in e.
Atoms and positions in Å:
H: -1.2347 -2.3009 -0.2764  0.2105
H: 1.4519 1.8907 -0.2125  0.2260
H: 1.7231 -1.6686 -0.2646  0.3391
H: -1.9426 -1.1763 0.9067  0.2112
C: -1.5298 -1.2597 -0.1040  -0.6035
N: 1.9239 -0.7939 0.2578  -0.0051
H: -1.4648 1.3466 0.6076  0.2070
C: 0.8604 -0.0704 0.4051  0.1625
O: 3.1098 -0.5454 0.5954  -0.5246
H: -0.9423 1.8205 -1.0280  0.2126
C: -0.6835 1.2240 -0.1514  -0.3834
C: -0.3977 -0.2855 -0.4009  -0.2552
H: -0.0481 -0.5234 -1.4199  0.2018
H: -2.3329 -1.0304 -0.8150  0.2149
C: 0.7273 1.4259 0.4701  -0.4432
H: 0.7801 1.9468 1.4299  0.2294

***

[2]
Entry from OMol25: one molecule with the formula C5H9NO at a distorted geometry (the ωB97M-V functional and the def2-TZVPD basis).

Multiplicity   1
HOMO energy   -10.34 eV
SMILES   COC(C)(C)C#N
Energy above the lowest of the compared OMol25 structures with the same formula, charge and spin   144.32 kJ/mol
Kohn-Sham gap   11.21 eV

Last column: natural (NBO) charge in e.
Atoms and positions in Å:
C: -0.3289 -0.0943 -0.0473  0.1610
O: 0.9594 -0.1452 -0.6357  -0.5290
H: 2.8912 0.4024 -0.5471  0.2004
H: -1.2026 0.3372 -1.9717  0.2277
C: 1.9295 0.7908 -0.2074  -0.2559
C: -0.4198 -1.1131 1.0965  -0.6135
H: 1.9675 0.9061 0.8850  0.1769
C: -0.6484 1.2518 0.5017  0.2541
N: -0.9223 2.2812 0.9548  -0.3137
H: -1.1355 -1.3933 -1.5629  0.2235
H: 0.2343 -0.8316 1.9283  0.2218
H: 1.7602 1.7734 -0.6703  0.1812
H: -0.1075 -2.0897 0.7151  0.2255
H: -1.4433 -1.1890 1.4780  0.2207
H: -2.3580 -0.3425 -0.7985  0.2191
C: -1.3290 -0.3925 -1.1669  -0.5998

***

[3]
Entry from OMol25: one molecule with the formula C5H9NO at a distorted geometry (the ωB97M-V functional and the def2-TZVPD basis).

Multiplicity   1
HOMO energy   -9.73 eV
SMILES   CC1(C)COC=N1
Energy above the lowest of the compared OMol25 structures with the same formula, charge and spin   144.69 kJ/mol
Kohn-Sham gap   10.69 eV

Last column: natural (NBO) charge in e.
Atoms and positions in Å:
H: 1.3225 1.8844 -0.1868  0.2262
N: -0.7544 0.5886 -1.1603  -0.4832
C: -0.7670 -0.7503 0.7493  -0.0896
H: 0.1368 1.9074 1.1207  0.2182
C: 1.1714 -0.9502 -0.6289  -0.6041
H: -0.9706 -1.7219 0.3000  0.1870
O: -2.1339 -0.0575 0.5357  -0.5096
H: 0.6826 -1.7199 -1.2388  0.2170
H: 1.8917 -0.4042 -1.2240  0.2196
H: 1.7111 -1.4707 0.1835  0.2083
H: 1.6089 0.9232 1.2791  0.2069
C: -1.9306 0.5139 -0.6863  0.3779
H: -2.7850 0.8974 -1.2596  0.1940
C: 0.8378 1.2619 0.5751  -0.6159
H: -0.2826 -0.9201 1.7394  0.2129
C: 0.1471 0.0664 -0.1158  0.0346

***

[4]
Entry from OMol25: one molecule with the formula C5H9NO at a distorted geometry (the ωB97M-V functional and the def2-TZVPD basis).

Multiplicity   1
HOMO energy   -9.56 eV
SMILES   C[C@@H]1C(=O)N[C@@H]1C
Energy above the lowest of the compared OMol25 structures with the same formula, charge and spin   99.43 kJ/mol
Kohn-Sham gap   10.37 eV

Last column: natural (NBO) charge in e.
Atoms and positions in Å:
H: -2.2277 -0.8440 -0.5691  0.2117
C: -1.4436 -1.0866 0.1536  -0.6212
H: 1.7426 0.7106 -2.0039  0.2281
H: -1.4319 0.9534 0.8173  0.1771
C: 0.4926 0.7120 -0.2624  -0.3247
H: 0.0296 0.4044 -2.3395  0.2139
N: 0.2049 -0.0497 1.6974  -0.6437
H: 0.4216 1.8079 -0.2796  0.2288
H: 1.0455 -0.8764 -1.6409  0.2136
O: 2.5023 0.4473 1.2599  -0.5519
H: -0.1290 0.4469 2.5082  0.3912
H: -1.9144 -1.5332 1.0377  0.2209
C: -0.7038 0.1683 0.5665  -0.0393
C: 0.8469 0.1990 -1.6397  -0.6125
H: -0.7738 -1.8368 -0.2769  0.2127
C: 1.3379 0.3767 0.9715  0.6953

***

[5]
Entry from OMol25: a 2-piece molecular cluster, C5H9NO overall at a distorted geometry (the ωB97M-V functional and the def2-TZVPD basis).

Multiplicity   1
HOMO energy   -9.08 eV
Energy above the lowest of the compared OMol25 structures with the same formula, charge and spin   784.42 kJ/mol
Kohn-Sham gap   9.09 eV

Last column: natural (NBO) charge in e.
Atoms and positions in Å:
C: 1.2600 -0.8919 0.4956  0.3820
H: -0.3739 0.2047 -1.5424  0.2317
H: 0.2908 0.0178 2.0179  0.2125
H: 2.0533 -1.1937 1.2565  0.1632
C: 0.8579 1.3736 0.1744  -0.4497
H: -0.8911 -2.3496 0.2704  0.1947
C: -1.5557 -1.0810 -0.1065  -0.4243
N: -1.0886 0.1737 0.4304  -0.4631
H: -1.2654 -0.9717 -1.2719  0.1767
C: -0.2281 1.0722 -0.7523  -0.2034
H: -0.7088 2.1230 -1.0163  0.2023
O: 1.5937 -1.1474 -0.7922  -0.5746
H: 0.6934 2.4518 0.3995  0.2420
H: -2.8335 -1.0511 -0.0378  0.2243
H: 1.9237 1.1996 -0.4985  0.2505
C: 0.2724 0.0700 0.9733  -0.1649

***

[6]
Entry from OMol25: one molecule with the formula C5H9NO (the ωB97M-V functional and the def2-TZVPD basis).

Multiplicity   1
HOMO energy   -9.78 eV
SMILES   CC1(C)COC=N1
Energy above the lowest of the compared OMol25 structures with the same formula, charge and spin   110.35 kJ/mol
Kohn-Sham gap   10.75 eV

Last column: natural (NBO) charge in e.
Atoms and positions in Å:
O: -1.9370 -0.8220 -0.0564  -0.5049
H: 0.4438 -1.5442 -1.4473  0.2183
H: -1.2649 0.1928 1.5038  0.1767
C: -1.8474 0.2779 -0.8498  0.3723
C: -0.8435 -0.5701 0.8397  -0.0925
H: 1.6935 1.6784 0.1014  0.2230
H: -2.7912 0.5851 -1.2810  0.1875
H: 1.6683 0.5216 1.4553  0.2066
C: 1.0445 1.0868 0.7544  -0.6031
H: 0.4093 1.7708 1.3269  0.2142
C: 1.0526 -0.8327 -0.8779  -0.6167
H: 1.6706 -0.2697 -1.5860  0.2223
C: 0.1872 0.1267 -0.0546  0.0492
H: -0.5405 -1.4795 1.3667  0.2043
H: 1.7168 -1.3971 -0.2119  0.2086
N: -0.7365 0.8843 -0.9408  -0.4657

***

[7]
Entry from OMol25: one molecule with the formula C5H9NO (the ωB97M-V functional and the def2-TZVPD basis).

Multiplicity   1
HOMO energy   -9.35 eV
SMILES   CC/N=C\CC=O
Energy above the lowest of the compared OMol25 structures with the same formula, charge and spin   183.90 kJ/mol
Kohn-Sham gap   10.07 eV

Last column: natural (NBO) charge in e.
Atoms and positions in Å:
H: -0.7226 0.0279 -1.3718  0.2088
H: -0.0689 0.6995 2.5088  0.2357
C: -0.1992 0.5821 1.4260  -0.6091
C: 1.4006 -0.4251 -1.4443  -0.6152
C: -0.4324 -0.8844 1.1072  0.1283
N: -0.3418 -1.5111 0.0133  -0.3724
O: -2.0826 1.3464 0.1100  -0.5116
C: -0.0603 -0.8362 -1.2507  -0.2702
H: 0.7391 0.9354 0.9758  0.2533
C: -1.2754 1.5508 0.9825  0.4499
H: -0.7009 -1.4897 1.9784  0.1724
H: 2.0793 -1.2129 -1.1050  0.2137
H: 1.6529 0.4972 -0.9117  0.1909
H: -0.3189 -1.5539 -2.0352  0.1973
H: -1.2614 2.5211 1.5243  0.1108
H: 1.5926 -0.2472 -2.5077  0.2174

***

[8]
Entry from OMol25: one molecule with the formula C5H9NO (the ωB97M-V functional and the def2-TZVPD basis).

Multiplicity   1
HOMO energy   -9.47 eV
SMILES   O=C1CCCCN1
Energy above the lowest of the compared OMol25 structures with the same formula, charge and spin   46.99 kJ/mol
Kohn-Sham gap   10.43 eV

Last column: natural (NBO) charge in e.
Atoms and positions in Å:
H: 1.3160 -1.6462 -0.8176  0.1893
H: 2.2031 0.5444 0.4436  0.2213
N: -0.5523 -1.4069 0.1466  -0.6632
C: 0.9055 -1.1431 0.0683  -0.2156
C: 1.2194 0.3662 -0.0055  -0.4184
H: 0.0456 0.7936 1.7377  0.2077
C: 0.1190 1.1510 0.7041  -0.3969
H: 0.3390 2.2217 0.7421  0.2160
H: -0.7761 -2.3444 -0.1845  0.3849
C: -1.2087 -0.4706 -0.6569  0.6950
H: -1.3193 1.6178 -0.8939  0.2265
O: -1.6862 -0.7511 -1.7334  -0.5769
C: -1.1928 0.9189 -0.0622  -0.5085
H: 1.2763 0.7035 -1.0507  0.2046
H: -2.0576 1.0167 0.6058  0.2400
H: 1.3691 -1.5716 0.9566  0.1943

***

[9]
Entry from OMol25: one molecule with the formula C5H9NO at a distorted geometry (the ωB97M-V functional and the def2-TZVPD basis).

Multiplicity   1
HOMO energy   -10.73 eV
Energy above the lowest of the compared OMol25 structures with the same formula, charge and spin   201.55 kJ/mol
Kohn-Sham gap   11.66 eV

Last column: natural (NBO) charge in e.
Atoms and positions in Å:
H: -1.4178 1.7953 0.6433  0.1711
N: 0.6726 -1.0415 1.0307  -0.5738
C: 0.9256 -1.3138 2.1470  0.3004
H: -2.6878 0.6093 1.0487  0.2030
H: -0.0066 -0.6940 -2.2590  0.2241
C: -1.6101 0.7585 0.9479  -0.2619
C: 1.0061 0.9407 -0.2513  -0.6364
C: 0.2022 -0.3561 -0.1597  0.3966
C: 0.3745 -1.2365 -1.3888  -0.6099
O: -1.1785 -0.1529 -0.0433  -0.5214
H: 0.9039 1.5257 0.6668  0.2250
H: -0.2055 -2.1547 -1.2680  0.2321
H: -1.1302 0.5659 1.9175  0.1832
H: 2.0650 0.7047 -0.3805  0.2281
H: 1.4268 -1.4839 -1.5486  0.2181
H: 0.6597 1.5332 -1.1026  0.2217

***

[10]
Entry from OMol25: one molecule with the formula C5H9NO (the ωB97M-V functional and the def2-TZVPD basis).

Multiplicity   1
HOMO energy   -8.78 eV
SMILES   C[C@@H](N)/C=C1\CO1
Energy above the lowest of the compared OMol25 structures with the same formula, charge and spin   287.07 kJ/mol
Kohn-Sham gap   9.73 eV

Last column: natural (NBO) charge in e.
Atoms and positions in Å:
C: 0.1251 -1.1183 0.4787  -0.0725
H: 0.8007 -1.9831 0.5119  0.1928
H: -0.4280 2.8506 -0.8175  0.1951
H: 1.5717 0.0935 1.5892  0.2115
C: 0.3084 2.1618 -1.2256  -0.1316
N: -1.2318 -1.6309 0.7405  -0.8111
H: -1.4472 -2.3452 0.0460  0.3513
C: 0.5107 -0.1740 1.6126  -0.6141
H: -0.0423 -1.2388 -1.7207  0.2150
O: -0.1005 1.4323 -2.4160  -0.4655
H: 0.2996 -0.6732 2.5632  0.2263
H: -1.8684 -0.8643 0.5217  0.3478
C: 0.1434 -0.5314 -0.9137  -0.3101
H: -0.0793 0.7498 1.5794  0.1992
C: 0.1080 0.7407 -1.2638  0.2715
H: 1.3299 2.5305 -1.2859  0.1944

***

> Which formula does entry 9 have?

C5H9NO

***

Please write out number 2 again, unchanged.
Entry from OMol25: one molecule with the formula C5H9NO at a distorted geometry (the ωB97M-V functional and the def2-TZVPD basis).

Multiplicity   1
HOMO energy   -10.34 eV
SMILES   COC(C)(C)C#N
Energy above the lowest of the compared OMol25 structures with the same formula, charge and spin   144.32 kJ/mol
Kohn-Sham gap   11.21 eV

Last column: natural (NBO) charge in e.
Atoms and positions in Å:
C: -0.3289 -0.0943 -0.0473  0.1610
O: 0.9594 -0.1452 -0.6357  -0.5290
H: 2.8912 0.4024 -0.5471  0.2004
H: -1.2026 0.3372 -1.9717  0.2277
C: 1.9295 0.7908 -0.2074  -0.2559
C: -0.4198 -1.1131 1.0965  -0.6135
H: 1.9675 0.9061 0.8850  0.1769
C: -0.6484 1.2518 0.5017  0.2541
N: -0.9223 2.2812 0.9548  -0.3137
H: -1.1355 -1.3933 -1.5629  0.2235
H: 0.2343 -0.8316 1.9283  0.2218
H: 1.7602 1.7734 -0.6703  0.1812
H: -0.1075 -2.0897 0.7151  0.2255
H: -1.4433 -1.1890 1.4780  0.2207
H: -2.3580 -0.3425 -0.7985  0.2191
C: -1.3290 -0.3925 -1.1669  -0.5998

***

> Look up the HOMO energy of the second one.

-10.34 eV